Record 1
Formula: C6H10O
Source: the Open Molecules 2025 dataset
Level of theory: the ωB97M-V functional and the def2-TZVPD basis

Geometry as XYZ:
```
17
Properties=species:S:1:pos:R:3:mulliken_charge:R:1
C -0.61 1.52 -1.96 -1.443
C -0.48 0.65 -0.72 -0.226
C -0.82 -0.82 -0.75 -0.195
C -0.39 -1.65 0.21 -0.500
C 0.50 -1.29 1.32 -0.319
C 0.72 -0.07 1.85 -0.020
O 1.76 0.25 2.67 -0.501
H 0.14 1.25 -2.71 0.343
H -1.60 1.48 -2.42 0.347
H -0.42 2.56 -1.67 0.355
H -1.03 1.12 0.10 0.242
H 0.58 0.65 -0.43 0.358
H -1.37 -1.22 -1.61 0.359
H -0.62 -2.71 0.13 0.316
H 1.14 -2.09 1.69 0.237
H 0.07 0.79 1.72 0.347
H 2.43 -0.43 2.58 0.301
```

Values from the calculation:
ΔE to the lowest compared entry with this formula, charge and spin   106.1 kJ/mol
Total energy   -309.8020 Eh


Record 2
Formula: C2H7NOS2
Source: the Open Molecules 2025 dataset
Level of theory: the ωB97M-V functional and the def2-TZVPD basis

Geometry as XYZ:
```
13
Properties=species:S:1:pos:R:3:mulliken_charge:R:1
N -2.49 -0.30 -0.66 -0.281
C -2.12 0.24 -1.84 0.092
O -0.98 0.42 -2.22 -0.537
H -1.77 -0.76 -0.11 0.181
H -3.46 -0.52 -0.52 0.232
H -2.96 0.54 -2.49 0.308
C 1.63 -1.19 -0.38 -0.482
S 1.44 -0.67 1.34 -0.082
S 0.35 1.08 1.14 -0.226
H 1.50 -2.25 -0.60 0.292
H 2.56 -0.87 -0.85 0.320
H 0.87 -0.65 -0.95 0.018
H 1.39 1.94 0.94 0.164
```

Values from the calculation:
ΔE to the lowest compared entry with this formula, charge and spin   25.0 kJ/mol
Total energy   -1006.7745 Eh


Record 3
Formula: C5H13NO
Source: the Open Molecules 2025 dataset
Level of theory: the ωB97M-V functional and the def2-TZVPD basis

Geometry as XYZ:
```
20
Properties=species:S:1:pos:R:3:mulliken_charge:R:1
C -1.05 2.64 1.74 -1.223
C -0.86 1.03 1.89 -0.349
C -0.42 0.29 0.68 -0.635
C 0.62 -0.59 0.42 -0.025
N 0.60 -1.77 -0.19 -0.133
C -0.58 -2.50 -0.59 -0.913
H -0.89 3.17 2.65 0.375
H -2.00 3.04 1.32 0.312
H -0.32 3.10 1.09 0.351
H -0.23 0.78 2.77 0.360
H -1.92 0.81 2.11 0.169
H -0.86 0.74 -0.24 0.264
H 1.58 -0.15 0.76 0.272
H 1.36 -2.29 -0.57 0.293
H -0.30 -3.48 -0.96 0.350
H -1.32 -2.62 0.19 0.302
H -1.08 -1.99 -1.54 0.234
O 2.66 0.26 -3.72 -0.636
H 1.80 0.08 -4.09 0.318
H 3.20 -0.53 -3.72 0.314
```

Values from the calculation:
ΔE to the lowest compared entry with this formula, charge and spin   373.5 kJ/mol
Total energy   -328.1766 Eh


Record 4
Formula: C5H10Si
Source: the Open Molecules 2025 dataset
Level of theory: the ωB97M-V functional and the def2-TZVPD basis

Geometry as XYZ:
```
16
Properties=species:S:1:pos:R:3:mulliken_charge:R:1
C 1.13 -0.56 -0.34 -0.601
C 0.58 0.01 0.72 0.541
C -0.21 -0.43 -2.07 -0.841
C -0.93 0.56 0.65 -0.844
C 1.51 0.23 1.87 -0.971
Si -1.72 0.07 -1.08 0.363
H 1.95 -1.19 -0.57 0.351
H 0.47 0.18 -2.71 0.378
H -0.32 -1.46 -2.43 0.340
H -1.56 0.12 1.35 0.424
H -0.84 1.65 0.81 0.329
H 2.29 -0.65 1.70 0.288
H 0.99 0.08 2.89 0.272
H 2.10 1.22 1.77 0.229
H -2.62 1.07 -1.89 -0.130
H -2.81 -0.90 -0.69 -0.127
```

Values from the calculation:
ΔE to the lowest compared entry with this formula, charge and spin   289.5 kJ/mol
Total energy   -485.8568 Eh


Record 5
Formula: C18H10N3O4RuS8
Source: the Open Molecules 2025 dataset
Level of theory: the ωB97M-V functional and the def2-TZVPD basis

Geometry as XYZ:
```
44
Properties=species:S:1:pos:R:3:mulliken_spin:R:1
Ru -1.06 -1.03 -0.83 2.110
O 0.12 0.22 -4.84 0.004
C -0.33 -0.06 -3.62 0.004
O 0.38 -0.41 -2.70 0.036
C -1.82 0.12 -3.49 -0.046
C -2.61 0.63 -4.51 -0.001
C -3.96 0.78 -4.28 -0.006
C -4.48 0.41 -3.04 0.001
C -3.64 -0.10 -2.07 -0.030
N -2.33 -0.25 -2.31 0.004
C -4.07 -0.52 -0.68 0.003
O -5.36 -0.48 -0.37 -0.004
O -3.26 -0.89 0.14 0.030
H 1.08 0.10 -4.86 -0.001
H -2.16 0.91 -5.45 0.000
H -4.61 1.18 -5.04 -0.001
H -5.54 0.54 -2.86 0.000
H -5.92 -0.19 -1.10 0.002
S 1.17 -7.71 0.90 0.117
C 0.67 -6.21 0.52 -0.024
S -0.42 -5.87 -0.80 0.012
C -0.48 -4.15 -0.60 0.116
C 0.27 -3.63 0.43 0.124
S 0.33 -1.96 0.78 0.256
S 1.16 -4.77 1.38 0.021
S -1.43 -3.19 -1.64 0.280
S 1.34 5.07 3.44 0.354
C 0.92 3.80 2.52 -0.103
S -0.51 3.82 1.53 -0.035
C -0.13 2.26 0.92 -0.002
N 0.99 1.76 1.44 0.236
N 1.56 2.57 2.31 0.175
C 2.77 2.06 2.92 -0.001
C 3.39 2.69 3.99 0.041
C 4.54 2.14 4.52 -0.026
C 5.08 0.98 4.00 0.048
C 4.45 0.36 2.93 -0.020
C 3.30 0.89 2.38 0.039
S -1.05 1.47 -0.22 0.282
H 2.99 3.59 4.42 0.003
H 5.02 2.63 5.36 -0.001
H 5.98 0.55 4.42 0.002
H 4.86 -0.55 2.51 0.000
H 2.82 0.40 1.55 0.002
```

Values from the calculation:
Multiplicity   5
<S²>   6.06
Total energy   -4437.3413 Eh
Charge   +1


Record 6
Formula: C4H13N2O
Source: the Open Molecules 2025 dataset
Level of theory: the ωB97M-V functional and the def2-TZVPD basis

Geometry as XYZ:
```
20
Properties=species:S:1:pos:R:3:mulliken_charge:R:1
N 2.44 0.21 1.36 -0.635
C 1.30 0.69 0.46 -0.819
C 0.28 -0.44 0.42 0.170
N 1.10 -1.68 0.07 -0.239
C -0.70 -0.22 -0.68 -0.809
C -1.76 0.85 -0.45 -0.714
O -2.92 0.65 -1.19 -0.509
H 2.25 0.61 2.27 0.260
H 3.27 0.67 1.00 0.239
H 1.08 1.69 0.83 0.456
H 1.61 0.88 -0.57 0.392
H -0.27 -0.68 1.33 0.371
H 2.03 -1.58 0.49 0.371
H 0.64 -2.49 0.45 0.353
H 1.21 -1.71 -0.94 0.359
H -0.39 -0.10 -1.74 0.365
H -1.29 -1.15 -0.80 0.348
H -2.01 0.83 0.61 0.341
H -1.33 1.85 -0.59 0.353
H -2.93 1.22 -1.96 0.347
```

Values from the calculation:
ΔE to the lowest compared entry with this formula, charge and spin   192.3 kJ/mol
Total energy   -344.6936 Eh
Charge   +1


Record 7
Formula: C4H9NS
Source: the Open Molecules 2025 dataset
Level of theory: the ωB97M-V functional and the def2-TZVPD basis

Geometry as XYZ:
```
15
Properties=species:S:1:pos:R:3:mulliken_charge:R:1
N 0.59 1.55 -0.12 -0.638
C 0.69 0.11 0.12 0.932
C -0.55 -0.34 0.83 -0.959
S -2.03 -0.18 -0.20 -0.234
C 1.35 -0.71 -0.88 -0.696
C 2.10 -0.50 0.39 -0.861
H 0.49 2.03 0.75 0.252
H 1.49 1.89 -0.47 0.295
H -0.63 -1.41 1.02 0.340
H -0.67 0.24 1.74 0.372
H -1.77 1.06 -0.53 0.133
H 1.68 -0.21 -1.75 0.302
H 1.01 -1.72 -0.95 0.224
H 2.34 -1.31 1.05 0.261
H 2.86 0.19 0.38 0.276
```

Values from the calculation:
ΔE to the lowest compared entry with this formula, charge and spin   128.6 kJ/mol
Total energy   -610.7047 Eh


Record 8
Formula: C3H11O4
Source: the Open Molecules 2025 dataset
Level of theory: the ωB97M-V functional and the def2-TZVPD basis

Geometry as XYZ:
```
18
Properties=species:S:1:pos:R:3:mulliken_charge:R:1
C -0.93 -1.06 0.47 0.151
C -2.14 -0.22 0.10 -0.354
O -1.91 0.63 -0.93 -0.668
C 0.12 -1.28 -0.40 -0.320
O 2.59 -1.30 1.37 -1.098
H 0.06 -0.19 0.19 -0.105
H -0.87 -1.47 1.47 0.401
H -2.56 0.30 0.97 0.254
H -2.93 -0.99 -0.11 0.283
H -0.88 1.00 -1.29 0.432
H -0.05 -1.32 -1.47 0.177
H 1.02 -1.81 -0.08 0.258
H 3.48 -1.62 1.28 0.134
H 1.67 0.41 0.90 0.444
O 1.14 1.23 0.96 -0.741
H 0.02 2.43 -1.89 0.192
H 0.96 1.41 -0.01 0.501
O 0.25 1.55 -1.58 -0.941
```

Values from the calculation:
ΔE to the lowest compared entry with this formula, charge and spin   473.0 kJ/mol
Total energy   -421.7307 Eh
Charge   -1